[1]
Computed, not measured: 2 unconnected molecules or ions with the total composition C3H8NO4 at a distorted geometry, with wB97M-V/def2-TZVPD.

Properties
Energy relative to the best compared isomer or geometry (same formula, charge and spin): 16.09 kcal per mole
E_tot: -474.894145 a.u.
E_LUMO: 0.133 hartree
Highest occupied orbital energy: -4.33 eV
Total charge: -1
Gap between HOMO and LUMO: 7.96 eV

```
16
Properties=species:S:1:pos:R:3:forces:R:3
O 0.70035 0.94959 1.21961 -0.3268 0.3938 0.0766
C 1.01330 0.14238 0.31923 0.8495 -1.1075 -0.5534
O 1.98465 -0.65400 0.31888 0.0605 0.2508 0.1066
C 0.06295 -0.06292 -0.90061 -1.4082 1.5922 1.0156
C -1.03515 1.02011 -0.87536 0.1195 0.0812 0.1409
O -1.45220 1.43970 -2.19011 -0.4006 -0.2257 0.1160
N -0.62445 -1.34027 -0.76300 -0.3106 0.2653 -1.4920
H 0.52367 0.12886 -1.86772 0.4504 -0.7456 0.0199
H -0.66811 1.87558 -0.32643 0.1679 0.3502 -0.1729
H -1.90875 0.67387 -0.31690 0.0115 -0.1333 0.0420
H -2.26746 0.95774 -2.37540 0.3439 0.0663 -0.1285
H -1.06728 -1.35931 0.14528 0.4426 -0.6989 0.0019
H -0.07944 -2.13478 -1.06634 0.0219 0.0061 0.8584
H 1.13489 0.05449 2.83349 -0.1175 -0.0462 -0.1487
H 2.17186 -0.95293 2.58542 -0.1616 -0.1345 -0.1186
O 1.51116 -0.73813 3.25998 0.2575 0.0859 0.2362
```
Positions in Å, forces in eV/Å.

Here is what natural (NBO) gives for the atomic charges, in e: number 1, O, carries -0.7986; number 2, C, carries 0.7517; number 3, O, carries -0.7925; number 4, C, carries -0.1900; number 5, C, carries -0.0667; number 6, O, carries -0.7471; number 7, N, carries -0.8657; number 8, H, carries 0.2000; number 9, H, carries 0.1986; number 10, H, carries 0.1438; number 11, H, carries 0.4583; number 12, H, carries 0.3651; number 13, H, carries 0.3724; number 14, H, carries 0.4975; number 15, H, carries 0.4824; number 16, O, carries -1.0091

[2]
Computed, not measured: a molecular structure, C16H34BNP2Pd at a distorted geometry, with wB97M-V/def2-TZVPD.

Properties
Energy relative to the best compared isomer or geometry (same formula, charge and spin): 67.18 kcal per mole
E_tot: -1519.241828 a.u.
E_LUMO (spin up / spin down): -0.218 / -0.302 hartree
Spin multiplicity: 5
Highest occupied orbital energy (spin up / spin down): -9.75 / -16.15 eV
Expectation value of S²: 6.02
Total charge: +2
Gap between HOMO and LUMO (spin up / spin down): 3.82 / 7.94 eV

```
55
Properties=species:S:1:pos:R:3:forces:R:3
P -0.81692 1.98410 1.90900 -0.5138 0.7349 -0.0518
P -1.33733 0.90859 -2.50306 0.5682 0.7332 0.1139
C -1.93067 2.18175 0.45605 -0.1919 1.4414 -1.3871
C -2.12554 1.36622 -0.88328 -1.1422 -0.0783 0.0844
H -1.72059 3.25014 0.10982 -0.4106 -1.0275 0.4566
H -2.99416 2.20315 0.85781 1.1496 -0.0326 -0.2962
H -2.62045 0.44223 -0.51141 0.3213 0.0614 -0.8129
H -2.94335 1.95276 -1.37182 0.0383 -0.3640 0.5161
C -0.75333 2.16362 -3.69858 -0.0699 0.4979 0.3709
H -0.12319 1.72297 -4.50456 -0.5005 -0.1497 0.6785
H -0.14999 2.91937 -3.15945 -0.2470 -0.4237 -0.2129
H -1.62222 2.65186 -4.17227 0.2688 -0.1634 0.2344
C -2.59105 -0.09687 -3.33849 -0.3270 0.2052 0.3501
H -2.97192 0.38959 -4.23316 0.2047 0.2063 -0.0855
H -3.42128 -0.15302 -2.64236 -0.2630 -0.2495 0.0720
H -2.29600 -1.11025 -3.60873 0.3634 0.0644 0.1900
C 0.16657 3.41702 2.51885 0.5156 0.1099 -0.1352
H 0.84568 2.96466 3.26787 -0.1915 0.1342 -0.2429
H -0.37357 4.24368 3.03551 -0.0166 -0.9179 -0.5130
H 0.78492 3.85079 1.70989 -0.1950 -0.3556 0.3449
C -2.12995 1.86672 3.18564 -0.1265 -0.6314 0.0103
H -3.00244 1.38230 2.71206 0.3907 0.0600 0.4827
H -2.45443 2.86490 3.54974 0.4349 -0.5633 -0.3264
H -1.79793 1.25500 4.03324 -0.1112 0.2410 -0.0615
Pd -0.63964 4.86726 -0.39843 3.3579 -4.3348 0.8155
C -2.99807 4.80282 -1.47383 -1.2196 0.0605 0.1758
C -1.75368 5.25430 -1.96652 1.1188 1.0120 -1.7695
C -1.18940 6.69094 -1.73049 -0.6366 -0.5354 -0.5468
C -1.40731 7.27644 -0.27362 0.2265 0.7153 0.3672
C -1.30149 6.23783 0.86254 -1.1451 0.6019 1.0644
C -2.36936 5.39012 1.27024 -0.4483 0.5362 0.5613
C -3.79956 5.55488 0.82080 -0.4072 -0.1439 0.0054
C -3.93768 5.68180 -0.68836 -0.7853 -0.2534 -1.4101
C 0.26044 0.53577 1.82871 -0.4415 0.0674 0.5428
H -3.38551 3.89767 -1.95023 -0.0250 0.2540 0.3707
H -1.33494 4.68591 -2.81555 -0.2627 0.7899 0.2101
H -1.74666 7.18789 -2.53616 0.1317 1.1168 0.3525
H -0.11830 6.75283 -2.01176 -0.5985 -0.0645 0.0124
H -0.55843 7.94706 -0.07675 -0.5687 0.2118 -0.2936
H -2.35748 7.82299 -0.21638 0.4505 0.0756 0.0219
H -0.45315 6.25001 1.58996 -0.5406 0.4759 -0.7150
H -2.30212 4.81154 2.21033 0.4425 0.4324 -0.5982
H -4.15667 6.49400 1.29322 -0.1033 -0.4106 -0.0104
H -4.48679 4.72377 1.14306 0.9738 0.7479 0.0504
H -4.92171 5.29758 -1.00106 -0.0143 0.5292 0.3855
H -3.88202 6.72821 -1.05883 0.0130 -0.6541 0.3151
H -0.23066 -0.28540 1.29845 -0.0115 0.0945 0.2260
H 0.33420 0.31700 2.89729 0.2980 -0.5518 -0.0386
H 1.26815 0.66902 1.42653 -0.2977 0.4406 -0.0436
B 0.93626 -2.44751 -2.30998 1.0709 -0.6697 -0.3488
C 0.49592 -1.04706 -2.19546 -0.8512 0.3459 -0.1105
N -0.00379 0.03035 -2.17025 0.7608 -0.7121 0.2219
H 1.22630 -2.52037 -3.51645 -0.0439 0.0752 0.6396
H -0.04577 -3.11376 -2.05756 0.0026 0.2188 0.1218
H 1.88704 -2.62484 -1.55229 -0.3946 -0.0044 -0.3543
```
Positions in Å, forces in eV/Å.

Here is what natural (NBO) gives for the atomic charges, in e: number 1, P, carries 1.5189; number 2, P, carries 1.7371; number 3, C, carries -0.7993; number 4, C, carries -0.7421; number 5, H, carries 0.2314; number 6, H, carries 0.2564; number 7, H, carries 0.2705; number 8, H, carries 0.2558; number 9, C, carries -0.9728; number 10, H, carries 0.3073; number 11, H, carries 0.2831; number 12, H, carries 0.2697; number 13, C, carries -0.9937; number 14, H, carries 0.2888; number 15, H, carries 0.2701; number 16, H, carries 0.3076; number 17, C, carries -0.9642; number 18, H, carries 0.2817; number 19, H, carries 0.2718; number 20, H, carries 0.2726; number 21, C, carries -0.9593; number 22, H, carries 0.2553; number 23, H, carries 0.2734; number 24, H, carries 0.2799; number 25, Pd, carries 0.4218; number 26, C, carries -0.1263; number 27, C, carries -0.3968; number 28, C, carries -0.5095; number 29, C, carries -0.4612; number 30, C, carries -0.3733; number 31, C, carries -0.1203; number 32, C, carries -0.4716; number 33, C, carries -0.4855; number 34, C, carries -0.9597; number 35, H, carries 0.1900; number 36, H, carries 0.2224; number 37, H, carries 0.2820; number 38, H, carries 0.2612; number 39, H, carries 0.2608; number 40, H, carries 0.2439; number 41, H, carries 0.2421; number 42, H, carries 0.2066; number 43, H, carries 0.2571; number 44, H, carries 0.2334; number 45, H, carries 0.2481; number 46, H, carries 0.2342; number 47, H, carries 0.2704; number 48, H, carries 0.2694; number 49, H, carries 0.2997; number 50, B, carries -0.6670; number 51, C, carries 0.7103; number 52, N, carries -0.8578; number 53, H, carries 0.1316; number 54, H, carries 0.1190; number 55, H, carries 0.1255